Record 1
{"formula": "C7H12N", "method": "wB97M-V/def2-TZVPD", "symbols": ["C", "C", "C", "C", "N", "C", "C", "C", "H", "H", "H", "H", "H", "H", "H", "H", "H", "H", "H", "H"], "xyz": [[-2.308, 1.326, 0.317], [-1.608, 0.253, -0.439], [-0.651, -0.625, -0.774], [0.665, -0.947, -0.539], [1.498, -0.107, -0.064], [1.164, 1.203, 0.420], [2.577, -0.856, 0.350], [-2.066, -1.116, -0.853], [-1.625, 2.191, 0.370], [-2.583, 0.883, 1.279], [-3.351, 1.643, -0.062], [1.094, -1.906, -0.911], [0.643, 1.791, -0.301], [0.432, 1.093, 1.197], [2.158, 1.642, 0.732], [3.380, -0.147, 0.780], [2.301, -1.624, 1.012], [2.979, -1.366, -0.483], [-2.191, -2.014, -0.203], [-2.510, -1.316, -1.829]], "multiplicity": 1, "lumo_energy_ev": -5.35, "total_charge": 1, "smiles": "CC1=C(C=[N+](C)C)C1"}

Record 2
{"formula": "C7H12", "method": "wB97M-V/def2-TZVPD", "symbols": ["C", "C", "C", "C", "C", "C", "C", "H", "H", "H", "H", "H", "H", "H", "H", "H", "H", "H", "H"], "xyz": [[2.354, 1.527, -1.360], [0.979, 2.165, -0.924], [0.363, 1.160, -0.080], [-0.304, 0.044, -0.569], [-0.657, -1.094, 0.238], [-1.672, -1.210, 1.123], [-2.047, -2.514, 1.721], [2.947, 1.456, -0.437], [2.322, 0.453, -1.574], [2.834, 2.137, -2.116], [0.415, 2.403, -1.824], [1.198, 3.137, -0.485], [0.529, 1.228, 0.992], [-0.545, -0.012, -1.628], [-0.018, -1.962, 0.061], [-2.338, -0.354, 1.151], [-2.867, -3.001, 1.191], [-2.310, -2.376, 2.776], [-1.183, -3.188, 1.744]], "multiplicity": 2, "lumo_energy_ev": [-4.06, -8.16], "total_charge": 1}

Record 3
{"formula": "C21H68N10O13", "method": "wB97M-V/def2-TZVPD", "symbols": ["C", "O", "H", "H", "H", "H", "C", "O", "H", "H", "H", "H", "C", "O", "H", "H", "H", "H", "C", "O", "H", "H", "H", "H", "C", "O", "N", "N", "H", "H", "H", "H", "C", "O", "N", "N", "H", "H", "H", "H", "C", "O", "N", "N", "H", "H", "H", "H", "C", "O", "N", "N", "H", "H", "H", "H", "C", "O", "N", "N", "H", "H", "H", "H", "C", "C", "C", "O", "H", "H", "H", "H", "H", "H", "H", "H", "C", "C", "C", "O", "H", "H", "H", "H", "H", "H", "H", "H", "C", "C", "C", "O", "H", "H", "H", "H", "H", "H", "H", "H", "C", "C", "C", "O", "H", "H", "H", "H", "H", "H", "H", "H"], "xyz": [[20.853, 17.653, -10.071], [21.330, 17.253, -11.354], [20.271, 18.558, -10.171], [21.517, 17.823, -9.216], [20.067, 16.958, -9.785], [20.593, 17.437, -11.963], [19.075, 22.084, -16.239], [17.845, 21.940, -16.832], [19.245, 23.128, -16.030], [19.858, 21.720, -16.900], [19.092, 21.699, -15.195], [17.120, 22.212, -16.280], [18.710, 15.006, -16.445], [19.151, 16.293, -16.746], [19.009, 14.623, -15.468], [18.808, 14.259, -17.220], [17.629, 15.092, -16.185], [18.820, 16.907, -16.041], [21.197, 18.604, -17.322], [20.463, 18.146, -18.394], [20.992, 17.939, -16.478], [20.842, 19.528, -16.962], [22.279, 18.593, -17.585], [20.679, 17.221, -18.513], [14.319, 15.173, -16.219], [15.364, 15.571, -15.369], [14.358, 15.079, -17.465], [13.121, 14.810, -15.847], [15.228, 15.310, -18.000], [13.547, 14.618, -17.895], [12.958, 15.065, -14.898], [12.323, 14.943, -16.527], [16.930, 18.878, -17.084], [16.094, 19.842, -16.631], [16.574, 17.588, -17.228], [18.190, 19.168, -17.382], [15.567, 17.469, -17.122], [17.032, 16.867, -17.806], [18.415, 20.181, -17.179], [18.952, 18.636, -17.801], [21.182, 20.580, -13.206], [20.594, 21.848, -13.336], [21.149, 19.975, -12.073], [21.646, 19.855, -14.157], [20.641, 20.367, -11.276], [21.558, 19.093, -11.974], [21.562, 20.454, -15.029], [22.524, 19.302, -14.118], [18.633, 17.951, -14.070], [19.159, 17.604, -12.868], [19.182, 18.841, -14.812], [17.612, 17.312, -14.569], [20.141, 19.104, -14.458], [18.783, 19.083, -15.762], [17.253, 16.684, -13.920], [17.135, 17.520, -15.430], [13.770, 18.730, -15.497], [13.649, 17.902, -16.594], [14.620, 18.494, -14.582], [13.115, 19.833, -15.334], [15.133, 17.624, -14.623], [15.190, 19.255, -14.292], [12.305, 20.026, -15.980], [13.130, 20.162, -14.392], [20.493, 12.290, -13.226], [19.659, 12.769, -12.014], [20.023, 14.219, -11.762], [18.417, 12.690, -12.101], [20.152, 12.778, -14.141], [20.407, 11.231, -13.571], [21.492, 12.639, -13.132], [19.961, 12.170, -11.117], [19.715, 14.635, -10.809], [19.564, 14.754, -12.556], [21.052, 14.424, -12.017], [18.063, 13.305, -11.486], [15.870, 17.662, -11.530], [16.505, 16.421, -11.107], [16.411, 15.329, -12.143], [17.711, 16.559, -10.741], [14.825, 17.429, -11.806], [16.372, 18.096, -12.316], [15.719, 18.320, -10.669], [15.981, 16.038, -10.265], [15.671, 15.573, -12.921], [16.021, 14.388, -11.645], [17.379, 15.176, -12.726], [18.320, 16.963, -11.408], [23.513, 15.893, -12.959], [22.914, 15.157, -14.134], [21.549, 15.616, -14.505], [23.629, 15.201, -15.139], [24.574, 15.742, -12.918], [23.118, 15.483, -12.012], [23.300, 16.968, -12.945], [23.030, 14.185, -13.857], [21.534, 16.652, -14.816], [20.993, 15.830, -13.605], [20.971, 14.975, -15.215], [23.542, 14.365, -15.593], [18.544, 22.775, -10.717], [18.767, 21.350, -10.336], [18.253, 20.349, -11.397], [19.970, 21.168, -10.001], [17.507, 23.018, -10.793], [19.061, 23.013, -11.630], [18.946, 23.383, -9.974], [18.226, 21.181, -9.421], [17.214, 20.253, -11.519], [18.417, 19.299, -11.111], [18.624, 20.509, -12.383], [20.144, 21.558, -9.150]], "multiplicity": 1, "lumo_energy_ev": 0.33}

In kcal per mole, the relative energy (zero: lowest compared OMol25 entry of this formula, charge and spin) values for the records above are, in order, 91.7; 22.5; 242.6.